No. 1
C21H28FLiN5O4S as an isolated structure, computed with ωB97M-V/def2-TZVPD.

The geometry in ORCA input format:
```
! RIJCOSX wB97M-V def2-TZVPD def2/J DEFGRID3
* xyz -1 1
Li 0.3414 0.2912 -0.0898
C 0.2710 -1.0787 2.0432
C -0.8735 -0.2540 2.1586
C -0.4550 1.0860 2.0369
C 0.9421 1.0955 1.8167
C 1.3914 -0.2483 1.8365
C 2.8034 -0.7403 1.7157
C 1.7833 2.3355 1.6957
C -1.3136 2.3040 2.2070
C -2.2815 -0.6952 2.4418
C 0.3575 -2.5668 2.2190
H 3.1568 -1.2013 2.6450
H 3.4941 0.0705 1.4790
H 2.9144 -1.5016 0.9338
H 1.9830 2.7988 2.6698
H 1.2949 3.0966 1.0817
H 2.7526 2.1287 1.2376
H -0.8637 3.0113 2.9109
H -2.2921 2.0321 2.6093
H -1.4876 2.8402 1.2694
H -2.6208 -0.3625 3.4296
H -2.3760 -1.7814 2.4230
H -2.9939 -0.3086 1.7076
H 0.8975 -3.0516 1.3990
H -0.6265 -3.0363 2.2806
H 0.8823 -2.8371 3.1426
S -1.3692 1.9905 -1.4849
C -2.6676 0.9554 -1.7420
N -2.5399 -0.1357 -2.5473
C -3.5481 -0.9714 -2.8695
C -4.8041 -0.7722 -2.3924
C -5.0006 0.3210 -1.5195
C -3.9731 1.1571 -1.2063
H -1.5836 -0.4096 -2.8231
H -3.2734 -1.7919 -3.5158
H -5.6045 -1.4449 -2.6545
H -5.9799 0.4947 -1.0926
H -4.1040 1.9977 -0.5413
F 5.5491 0.3598 -0.2984
C 4.9916 0.3899 -1.5188
C 3.9870 -0.4328 -1.8452
N 3.4133 -0.4339 -3.0959
C 2.2998 -1.3324 -3.3862
C 1.0054 -0.9805 -2.6224
O -0.0637 -1.2959 -3.1751
O 1.1580 -0.4121 -1.5223
C 3.8239 0.4426 -4.0735
O 3.3551 0.4854 -5.1916
N 4.8555 1.2816 -3.6888
C 5.5197 1.3528 -2.4680
O 6.4275 2.1360 -2.2844
H 3.5723 -1.1233 -1.1270
H 2.5898 -2.3420 -3.0847
H 2.1290 -1.3194 -4.4584
H 5.1641 1.9305 -4.3995
N -1.6648 -3.5548 -1.4303
N -1.8777 -2.5383 -0.4302
H -0.9790 -3.2259 -2.1067
H -2.5388 -3.6603 -1.9338
H -1.4176 -1.6753 -0.7171
H -1.3821 -2.8295 0.4028
*
```

Computed properties:
DFT total energy = -51634.491 eV



No. 2
An isolated ion of composition C21H28FN2O4S and charge +1 at a distorted geometry, computed with ωB97M-V/def2-TZVPD.

The geometry in ORCA input format:
```
! RIJCOSX wB97M-V def2-TZVPD def2/J DEFGRID3
* xyz 1 1
C 3.2400 2.3199 4.2580
C 4.4329 1.4136 3.5870
C 3.7343 0.5230 2.4599
C 3.2491 1.2848 1.1726
C 2.5261 0.5062 0.0011
C 1.9847 1.1852 -1.3075
C 2.1170 2.7857 -1.5231
C 3.6742 3.2011 -1.5965
N 4.1330 4.4233 -1.7667
C 1.2898 0.2334 -2.3461
C 1.1128 -1.3079 -2.1395
C 0.3623 -2.3018 -3.1752
C -0.9187 -2.9533 -2.4226
C -2.3301 -2.2807 -2.8640
C -2.9347 -1.3039 -1.7116
C -4.5089 -1.6349 -1.4395
C -5.0040 -0.6765 -0.2208
O -5.8540 0.4013 -0.6989
C -6.5692 1.0206 0.3623
C -7.7888 2.0181 0.0019
O -6.3319 0.8472 1.5922
C 1.6563 -1.9597 -0.8402
C 2.3601 -1.0541 0.2227
C 2.8677 -1.7183 1.5378
N 3.5110 -0.9352 2.6050
S 3.9842 -1.8142 4.0164
O 5.4229 -1.6314 4.3982
O 3.0118 -1.4633 5.1170
F 3.7824 -3.4826 3.7590
H 3.6890 2.7374 5.2270
H 2.3602 1.5933 4.4483
H 2.9451 3.1783 3.5547
H 5.1919 2.1500 3.1357
H 4.9028 0.8243 4.4439
H 3.4411 2.4218 1.1029
H 1.6059 3.0981 -2.5118
H 1.5381 3.3523 -0.6960
H 4.4477 2.3539 -1.5377
H 3.3068 5.0492 -1.8248
H 0.8696 0.7351 -3.2837
H 0.0558 -1.7678 -4.1366
H 1.1425 -3.1107 -3.4340
H -0.8644 -2.8850 -1.2791
H -0.9250 -4.0871 -2.6666
H -2.1514 -1.6353 -3.7989
H -3.0874 -3.1287 -3.0578
H -2.8758 -0.1970 -1.9951
H -2.3954 -1.4739 -0.6992
H -4.6664 -2.7540 -1.1955
H -5.0935 -1.4120 -2.4014
H -5.5738 -1.3230 0.5288
H -4.0537 -0.2491 0.2555
H -8.6511 1.4852 -0.5358
H -7.4266 2.8663 -0.6866
H -8.2023 2.4615 0.9766
H 1.5668 -3.0729 -0.6113
H 2.6914 -2.8558 1.6396
*
```

Computed properties:
DFT total energy = -46936.151 eV



No. 3
C21H28FeIN9O2S as an isolated structure, computed with ωB97M-V/def2-TZVPD.

The geometry in ORCA input format:
```
! RIJCOSX wB97M-V def2-TZVPD def2/J DEFGRID3
* xyz 0 5
Fe -0.9329 0.1948 1.1820
C 1.4385 -3.7806 5.6299
C 0.4897 -2.9060 4.8294
N 1.2532 -1.8841 4.1295
C 0.7353 -0.8697 3.4159
S -0.9627 -0.5328 3.5115
N 1.6551 -0.1590 2.7458
N 1.0527 0.7546 1.9582
C 1.7213 1.7538 1.5189
C 3.1633 1.9856 1.8278
C 0.8957 2.7190 0.7521
C 1.4272 3.8443 0.1333
C 0.5716 4.7485 -0.4716
C -0.7920 4.5081 -0.4585
C -1.2335 3.3371 0.1362
N -0.4165 2.4685 0.7214
H 0.8757 -4.4631 6.2673
H 2.0826 -3.1729 6.2685
H 2.0721 -4.3839 4.9752
H -0.2336 -2.4206 5.4819
H -0.0783 -3.5049 4.1140
H 2.2165 -2.0868 3.9065
H 3.3870 1.5664 2.8063
H 3.4164 3.0456 1.8219
H 3.8080 1.4736 1.1061
H 2.4962 4.0066 0.1262
H 0.9690 5.6361 -0.9485
H -1.4952 5.2006 -0.9005
H -2.2841 3.0677 0.1354
C -2.9095 -0.5287 -3.9995
N -2.0115 0.3968 -3.3086
C -0.6622 0.4443 -3.8605
C -2.0899 0.4789 -1.9295
N -1.1256 0.5138 -1.1109
N -3.4070 0.5788 -1.4617
C -3.8312 0.5476 -0.1532
N -5.2058 0.5341 -0.0579
N -3.0411 0.5839 0.8558
H -2.6973 -0.4711 -5.0644
H -3.9585 -0.2627 -3.8765
H -2.7727 -1.5655 -3.6752
H -0.7373 0.5825 -4.9374
H -0.0888 -0.4671 -3.6606
H -0.1202 1.2947 -3.4500
H -0.2312 0.3309 -1.5507
H -4.1124 0.7636 -2.1518
H -5.7203 0.0939 -0.8028
H -5.5813 0.3545 0.8583
H -3.5598 0.4902 1.7236
I 4.6261 -0.6070 -4.3690
C 3.2071 -1.2475 -2.9813
C 2.4549 -2.3835 -3.2438
C 1.4840 -2.7794 -2.3276
C 1.2444 -2.0416 -1.1750
C 2.0387 -0.9282 -0.9155
C 3.0210 -0.5217 -1.8118
C 0.1087 -2.4719 -0.2471
O -0.2205 -3.6461 -0.2805
O -0.4201 -1.5639 0.4938
H 2.6206 -2.9523 -4.1495
H 0.8889 -3.6685 -2.4975
H 1.8816 -0.3768 -0.0011
H 3.6302 0.3486 -1.6029
*
```

Computed properties:
relative energy (zero: lowest compared OMol25 entry of this formula, charge and spin) = 0.281 eV



No. 4
One molecule with the formula C21H28N2O4, computed with ωB97M-V/def2-TZVPD.

The geometry in ORCA input format:
```
! RIJCOSX wB97M-V def2-TZVPD def2/J DEFGRID3
* xyz 0 1
C 4.3701 2.0048 -5.0731
C 3.4857 1.9863 -3.8347
H 2.4702 2.3060 -4.0905
H 3.8916 2.6286 -3.0500
O 3.4256 0.6844 -3.2527
C 2.5491 -0.1751 -3.7805
O 1.8419 0.0884 -4.7189
C 2.5861 -1.5346 -3.0990
C 1.1919 -2.1647 -3.1273
C 0.2617 -1.4161 -2.1759
N 0.8066 -1.4628 -0.8298
C -0.1263 -1.0779 0.2053
C -0.5741 0.3838 0.2262
O -0.2187 1.1573 -0.6494
C -1.4167 0.7933 1.3388
C -1.8022 2.1142 1.5632
N -2.5658 2.1920 2.6802
C -2.7001 0.9356 3.2238
C -3.3828 0.5332 4.3643
C -3.3716 -0.8014 4.6889
C -2.6914 -1.7333 3.8889
C -2.0059 -1.3336 2.7553
C -1.9962 0.0199 2.4084
H -1.4923 -2.0600 2.1532
O -2.7707 -3.0249 4.3286
C -2.1251 -4.0301 3.5882
H -2.3248 -4.9600 4.1187
H -2.5247 -4.1024 2.5712
H -1.0432 -3.8665 3.5421
H -3.8850 -1.1668 5.5633
H -3.9096 1.2378 4.9894
C -3.1218 3.4022 3.2154
H -2.3539 3.9980 3.7172
H -3.5612 4.0010 2.4167
H -3.8991 3.1565 3.9350
C -1.4815 3.3368 0.7871
H -1.0520 4.1008 1.4352
H -0.7781 3.0885 -0.0010
H -2.3836 3.7454 0.3299
H -1.0208 -1.6988 0.0918
H 0.3366 -1.3029 1.1718
C 2.0826 -0.7724 -0.7625
C 3.0923 -1.4853 -1.6581
H 4.0536 -0.9745 -1.6069
H 3.2187 -2.5094 -1.3017
H 2.4306 -0.7972 0.2745
H 1.9983 0.2794 -1.0722
H -0.7187 -1.9006 -2.1665
H 0.1323 -0.3842 -2.5333
H 0.7880 -2.1200 -4.1390
H 1.2636 -3.2078 -2.8162
H 3.2706 -2.1422 -3.7054
H 4.4444 3.0196 -5.4535
H 5.3661 1.6415 -4.8305
H 3.9396 1.3702 -5.8438
*
```

Computed properties:
relative energy (zero: lowest compared OMol25 entry of this formula, charge and spin) = 2.076 eV